(1)
# C4H2Si

C4H2Si in the gas phase in a non-equilibrium geometry (ωB97M-V with the def2-TZVPD basis set, the Open Molecules 2025 dataset).

HOMO (spin up / spin down) = -7.145 / -10.398 eV
2S+1 = 3
⟨S²⟩ = 2.020

Last column: Mulliken spin population.
Cartesian coordinates (Å):
Si 0.605 0.236 -1.070  0.66
C 1.411 -0.588 0.253  0.51
H -0.615 -0.141 -1.849  0.03
C -1.976 0.101 1.836  0.41
H 1.080 1.449 -1.690  0.02
C 0.330 -0.649 0.978  0.06
C -0.835 -0.407 1.540  0.31


(2)
# C4H30BO23

16 unconnected molecules or ions with the total composition C4H30BO23 in a non-equilibrium geometry (ωB97M-V with the def2-TZVPD basis set, the Open Molecules 2025 dataset).

HOMO = -7.695 eV
2S+1 = 1
Charge = -1

Last column: Mulliken charge in e.
Cartesian coordinates (Å):
H 2.727 1.276 0.070  0.14
H -2.524 -1.014 1.959  0.21
H 4.871 -1.503 3.785  0.24
H -2.645 0.496 -0.054  0.25
O 1.607 0.005 -3.956  -0.72
O 1.263 2.486 2.638  -0.76
O 0.377 1.752 -1.744  -0.68
H 5.434 1.790 1.238  0.31
H 2.540 -0.854 -1.734  0.27
H 1.329 -2.644 4.669  0.44
H -1.102 0.153 3.705  0.39
H 3.380 -0.968 3.657  0.32
H -1.200 1.831 -3.005  0.43
H -2.587 -1.262 3.434  0.24
O -0.849 -1.112 -3.288  -0.68
H 1.310 1.575 2.298  0.37
H 3.556 -0.741 -0.516  0.28
H 1.045 2.956 1.803  0.35
C 0.953 -0.745 1.605  1.00
H -4.762 -1.070 -1.060  0.52
O 2.989 -0.266 -1.129  -0.63
O -2.061 -0.804 2.770  -0.49
O 2.475 2.199 0.150  -0.73
H 0.835 1.703 -0.931  0.18
O 5.282 1.618 2.185  -0.67
H -3.154 0.597 -4.009  0.33
H 0.941 -0.653 -3.833  0.34
H 0.768 -1.233 5.039  0.35
H -0.643 -0.238 -5.220  0.33
O -4.008 0.107 -3.871  -0.72
O 4.195 -1.086 3.225  -0.58
O 1.185 -2.031 5.428  -0.73
H -5.590 0.071 -1.013  0.29
H 0.005 1.172 3.655  0.40
H 4.474 1.176 2.238  0.34
O -3.258 0.954 0.518  -0.67
H -2.189 2.855 -3.532  0.22
C -0.882 -1.454 -2.117  0.33
O -3.157 -1.160 -1.583  -0.74
H -3.876 -0.351 -3.039  0.50
B -0.316 -1.521 0.027  1.97
H 0.952 1.387 -2.449  0.38
O 1.830 -0.029 1.951  -0.38
O -2.059 1.943 -3.402  -0.53
H 3.024 2.564 0.816  0.38
O 1.005 -2.778 2.793  -0.65
O 0.141 -1.565 -1.397  -0.46
O -0.416 0.565 4.258  -0.72
C 0.791 -2.121 1.796  -0.15
O -1.017 0.499 -5.682  -0.66
O -5.656 -0.870 -0.944  -0.69
H 1.222 0.812 -4.293  0.34
H -1.302 1.114 -5.007  0.40
H -3.829 0.344 0.974  0.33
O 0.179 -2.611 0.810  -0.65
O 0.228 -0.340 0.714  -0.18
C -2.052 -1.530 -1.296  0.47
O -1.778 -1.445 -0.104  -0.76


(3)
# C4H30N2O9

10 unconnected molecules or ions with the total composition C4H30N2O9 in a non-equilibrium geometry (ωB97M-V with the def2-TZVPD basis set, the Open Molecules 2025 dataset).

HOMO = -16.418 eV
2S+1 = 1
Charge = +2

Last column: Mulliken charge in e.
Cartesian coordinates (Å):
H -3.298 -0.272 2.038  0.36
H 2.493 3.121 -2.159  0.27
H 2.243 -1.720 2.201  0.24
H 3.195 1.812 -0.055  0.33
C 1.060 -2.657 -1.939  -0.73
H -0.492 -2.533 3.639  0.31
H -2.285 1.787 -2.288  0.32
H -0.969 -0.556 -0.005  0.29
H -3.278 0.513 -0.730  0.31
O -1.859 2.480 -1.774  -0.56
O -0.829 3.385 1.796  -0.59
H 1.157 0.953 1.180  0.29
H -2.337 1.759 1.137  0.30
H 1.020 -3.136 -2.933  0.40
H 1.763 0.447 -1.180  -0.02
O -3.119 -0.150 -1.418  -0.60
O -2.942 -1.148 2.282  -0.67
H -3.813 2.191 1.348  0.26
O 1.692 -1.728 1.411  -0.57
H -1.906 3.335 -2.212  0.27
O 3.249 1.037 0.539  -0.63
O 2.793 2.263 -1.865  -0.59
H -0.406 1.038 1.665  0.44
H 3.324 1.725 -2.457  0.29
H 3.143 -2.810 -1.522  0.42
O -3.217 1.442 1.326  -0.64
H -3.863 -0.726 -1.213  0.29
N 2.243 -2.904 -1.043  -0.06
O -0.578 -2.377 2.692  -0.70
N 0.190 0.993 0.833  0.10
H -0.705 3.504 2.747  0.29
H 2.140 -3.823 -0.612  0.37
H -0.026 1.931 0.475  0.37
H -3.493 -1.664 2.892  0.29
H -1.419 -1.911 2.495  0.41
H 0.169 -3.116 -1.428  0.33
C 0.679 -1.193 -2.240  -0.72
H -0.371 -1.069 -2.526  0.32
C 0.895 -0.222 -1.127  0.07
H 1.274 -0.875 -3.125  0.43
H 0.838 -2.072 1.784  0.41
H -0.881 4.093 1.165  0.28
H 4.202 1.065 0.712  0.29
C -0.005 -0.057 -0.193  -0.44
H 2.330 -2.156 -0.310  0.18


(4)
# C4H30N8O11

11 unconnected molecules or ions with the total composition C4H30N8O11 in a non-equilibrium geometry (ωB97M-V with the def2-TZVPD basis set, the Open Molecules 2025 dataset).

HOMO = -9.893 eV
2S+1 = 1
SMILES = NC(N)=O.NC(N)=O.NC(N)=O.NC(N)=O.O.O.O.O.O.O.O

Last column: Mulliken charge in e.
Cartesian coordinates (Å):
H 1.044 -3.326 0.466  0.17
O -1.756 -1.300 -0.268  -0.60
H 0.009 -5.105 0.364  0.16
C -0.725 -3.713 1.605  0.77
N -1.322 -0.640 3.721  -0.35
N 1.575 1.210 3.744  -0.47
H -0.518 1.588 -1.556  0.29
H 1.343 0.581 -6.252  0.18
N 0.774 0.982 -5.528  -0.38
H 0.478 -0.534 2.506  0.24
H 1.214 -0.191 0.991  0.07
O 0.285 -1.132 -2.746  -0.74
O 2.540 1.548 1.623  -0.57
H 1.435 0.432 4.348  0.22
O 0.543 2.184 -3.592  -0.60
H 3.102 0.745 -4.650  0.15
N 1.296 -0.247 1.976  -0.32
O 3.020 2.498 -1.135  -0.67
H -2.561 -1.299 0.235  0.31
N 2.529 1.204 -4.008  -0.25
N -1.582 1.789 3.571  -0.37
H 0.599 -2.286 1.823  0.17
H -0.047 -0.400 -2.200  0.38
H 0.852 -0.603 -3.313  0.49
N -0.808 -4.912 0.918  -0.45
H -2.061 2.520 3.071  0.33
H 3.198 1.721 -0.607  0.34
H -0.820 -0.614 4.611  0.19
H -2.437 3.759 -0.803  0.32
H 2.269 1.808 4.140  0.26
H -0.682 2.056 3.888  0.25
O -3.067 2.918 1.233  -0.67
H -2.466 2.150 1.219  0.24
H -0.697 0.623 -0.428  0.28
H 2.823 1.425 -3.065  0.26
H -1.201 -1.824 0.334  0.36
H -1.561 -5.576 1.030  0.22
H -0.210 1.159 -5.593  0.23
C 1.884 0.870 2.375  0.43
O -2.202 3.327 -1.678  -0.60
H 1.100 -2.597 -2.132  0.45
H -2.282 4.050 -2.349  0.29
N 0.364 -3.044 1.193  -0.38
H 1.496 -3.718 -3.131  0.29
C 1.233 1.416 -4.270  0.26
O -2.826 0.265 2.323  -0.53
C -1.954 0.472 3.128  0.46
O 1.679 -3.394 -2.233  -0.69
H -1.610 -1.620 3.516  0.20
O 0.012 1.074 -0.935  -0.57
O -1.464 -3.417 2.571  -0.72
H -3.894 2.528 0.921  0.36
H 2.061 2.592 -0.975  0.30


(5)
# C4H30NO11

11 unconnected molecules or ions with the total composition C4H30NO11 in a non-equilibrium geometry (ωB97M-V with the def2-TZVPD basis set, the Open Molecules 2025 dataset).

HOMO = -13.248 eV
2S+1 = 1
Charge = +1

Last column: Mulliken charge in e.
Cartesian coordinates (Å):
H 1.390 -4.210 -0.701  0.28
H 0.963 -1.796 -2.368  -0.03
C 2.105 0.269 -1.391  -0.78
H 2.194 1.286 -0.950  0.45
H 0.130 -3.413 -0.008  0.45
H 2.615 -1.845 2.140  0.28
H -3.765 0.957 -0.701  0.32
H -1.239 3.869 0.022  0.19
O -1.423 -0.709 -2.531  -0.46
H -2.469 2.129 2.733  0.26
H 1.465 -1.151 -4.098  0.39
O 1.721 -2.083 1.863  -0.58
O -2.196 2.160 1.848  -0.61
O -3.670 0.371 0.146  -0.53
C -0.686 -1.158 -3.437  -0.09
H -1.589 -3.254 1.508  0.34
H -1.483 -1.043 1.611  0.23
N 1.349 -0.442 -0.229  0.28
H -2.165 -3.004 0.084  0.29
C 0.801 -0.990 -3.217  -0.02
H -4.036 -0.409 0.141  0.23
H 2.248 0.503 2.676  0.33
H 3.043 -0.206 -1.676  0.43
O -1.606 -1.172 2.483  -0.54
C 1.219 0.301 -2.637  -0.39
H -1.115 -1.741 -4.366  0.32
H 1.426 3.782 2.569  0.30
H -0.873 2.843 -1.308  0.25
O 1.391 3.084 1.871  -0.61
H 0.518 2.520 1.918  0.23
H 0.599 0.171 0.092  0.14
O -0.067 2.381 -1.099  -0.56
H 0.096 0.576 -2.157  0.09
O 3.018 0.184 2.145  -0.70
O 1.181 -3.462 -0.195  -0.73
H -2.469 -1.082 2.630  0.28
O -0.770 4.134 0.794  -0.65
H 1.822 -2.990 1.625  0.30
H 3.498 0.964 1.888  0.30
H -1.233 3.437 1.284  0.54
H 0.132 2.787 -0.190  0.34
H 1.958 -0.458 0.567  0.22
H 1.219 -1.439 -0.504  0.17
O -1.518 -3.473 0.566  -0.67
H -3.086 2.340 1.375  0.32
H 1.639 1.120 -3.278  0.41


The evaluated relative energy (zero: lowest compared OMol25 entry of this formula, charge and spin) for the records listed, in turn: 0.0 80.6 1.4 13.4 108.5 kcal/mol.